# 1
Here is 2 unconnected molecules or ions with the total composition C12H9OPS in a non-equilibrium geometry from the OMol25 dataset. Energies are from wB97M-V/def2-TZVPD.

Values from the calculation:
ΔE to the lowest compared entry with this formula, charge and spin = 0.00 kJ/mol
DFT total energy = -1277.3972 a.u.
gap between HOMO and LUMO = 7.9 eV
E_LUMO = -0.45 eV
HOMO level = -8.307 eV

```
! RIJCOSX wB97M-V def2-TZVPD def2/J DEFGRID3
* xyz 0 1
C 0.426 -2.257 -1.986
C -0.315 -1.293 -2.573
C -0.659 -0.101 -1.919
C -0.434 -0.147 -0.505
C 0.242 -1.269 0.147
C 0.869 -2.212 -0.664
O 0.355 -1.070 1.485
C -0.284 0.024 1.762
C -0.480 0.495 3.040
C -0.971 1.758 3.135
C -1.332 2.499 2.049
C -1.197 2.066 0.737
C -0.635 0.768 0.609
H 0.961 -2.953 -2.643
H -0.414 -1.258 -3.628
H -1.013 0.714 -2.431
H 1.596 -2.841 -0.255
H -0.150 -0.078 3.888
H -1.270 2.083 4.100
H -1.726 3.536 2.109
H -1.523 2.669 -0.091
P 2.982 -0.357 -1.521
S 1.704 0.724 -2.372
H 3.268 -1.498 -2.474
*
```

The computed Mulliken charges, all in e, follow: number 1, C, carries -0.045; number 2, C, carries -0.425; number 3, C, carries -0.719; number 4, C, carries 0.539; number 5, C, carries 0.347; number 6, C, carries -1.574; number 7, O, carries -0.398; number 8, C, carries 0.458; number 9, C, carries -0.870; number 10, C, carries -0.478; number 11, C, carries -0.573; number 12, C, carries -0.575; number 13, C, carries 0.772; number 14, H, carries 0.394; number 15, H, carries 0.337; number 16, H, carries 0.677; number 17, H, carries 0.539; number 18, H, carries 0.440; number 19, H, carries 0.378; number 20, H, carries 0.304; number 21, H, carries 0.467; number 22, P, carries 0.087; number 23, S, carries -0.108; number 24, H, carries 0.026

=====

# 2
Here is 22 unconnected molecules or ions with the total composition C137H145Cl18N6O14 in a non-equilibrium geometry from the OMol25 dataset. Energies are from wB97M-V/def2-TZVPD.

Values from the calculation:
DFT total energy = -14972.3942 a.u.
gap between HOMO and LUMO = 3.6 eV
E_LUMO = -4.74 eV
HOMO level = -8.319 eV

```
! RIJCOSX wB97M-V def2-TZVPD def2/J DEFGRID3
* xyz 1 1
C 3.699 -1.052 9.231
N 2.567 -0.691 8.428
C 2.526 -1.008 7.118
C 1.516 -0.588 6.318
C 0.360 -0.100 6.923
C 0.402 0.234 8.295
C 1.507 -0.080 9.072
C -0.904 0.011 6.110
C -0.832 0.239 4.703
C -1.998 0.192 3.944
N -3.194 0.064 4.639
C -3.298 -0.033 6.016
C -2.129 -0.133 6.735
C -4.421 -0.035 3.833
H 4.551 -1.020 8.553
H 3.587 -2.070 9.605
H 3.873 -0.323 10.022
H 3.412 -1.499 6.742
H 1.625 -0.843 5.275
H -0.452 0.685 8.778
H 1.490 0.201 10.114
H 0.094 0.318 4.153
H -2.107 0.300 2.875
H -4.294 -0.150 6.418
H -2.190 -0.399 7.780
H -4.127 -0.101 2.785
H -4.983 0.892 3.949
H -4.873 -0.964 4.181
C -1.937 -4.178 -1.031
C -1.922 -2.855 -0.136
C -0.898 -1.981 -0.787
C -0.423 -0.855 0.150
N 0.388 0.357 -0.586
C 0.963 1.517 0.271
C 0.866 2.737 -0.546
C -0.391 2.590 -1.397
C -0.613 1.080 -1.599
C 1.573 -0.282 -1.320
H -1.000 -4.732 -0.972
H -2.068 -3.911 -2.080
H -2.747 -4.840 -0.725
H -1.689 -3.018 0.916
H -2.912 -2.399 -0.178
H -1.392 -1.445 -1.598
H -0.158 -2.616 -1.274
H 0.131 -1.332 0.958
H -1.226 -0.232 0.542
H 1.894 1.039 0.579
H 0.287 1.514 1.126
H 1.786 2.994 -1.070
H 0.686 3.686 -0.039
H -0.244 3.199 -2.288
H -1.332 2.896 -0.939
H -0.380 0.796 -2.625
H -1.650 0.808 -1.403
H 2.245 -0.761 -0.609
H 2.000 0.573 -1.846
H 1.212 -1.060 -1.992
C -3.089 2.974 1.564
O -3.331 1.659 1.079
H -2.149 3.177 2.078
H -3.104 3.761 0.810
H -3.905 3.240 2.236
C 3.465 -0.536 2.613
O 2.149 -0.977 2.720
H 3.601 0.447 2.160
H 3.974 -0.565 3.577
H 3.994 -1.132 1.869
Cl -1.057 -3.952 -7.834
C -1.673 -3.216 -6.399
C -2.844 -4.148 -5.977
Cl -2.269 -5.629 -5.201
H -2.034 -2.218 -6.646
H -0.865 -3.217 -5.666
H -3.374 -4.348 -6.908
H -3.595 -3.637 -5.375
Cl 3.821 -6.417 0.042
C 2.624 -5.300 0.807
C 3.080 -3.787 0.564
Cl 3.015 -3.373 -1.198
H 2.516 -5.560 1.860
H 1.719 -5.566 0.261
H 4.112 -3.651 0.889
H 2.575 -2.968 1.075
Cl 1.153 3.305 -5.186
C 0.829 5.075 -5.511
C 1.645 6.020 -4.634
Cl 3.355 5.486 -4.498
H -0.209 5.235 -5.219
H 0.954 5.247 -6.580
H 1.321 5.892 -3.601
H 1.748 7.061 -4.942
Cl -4.828 2.809 -3.980
C -5.117 2.266 -2.284
C -5.368 3.397 -1.294
Cl -6.809 4.295 -1.884
H -4.302 1.629 -1.941
H -6.032 1.677 -2.341
H -4.538 4.102 -1.258
H -5.641 3.000 -0.316
Cl 8.293 1.616 5.229
C 6.493 1.367 4.912
C 5.848 2.651 4.403
Cl 5.818 3.894 5.631
H 6.003 1.017 5.820
H 6.401 0.617 4.126
H 4.797 2.443 4.204
H 6.326 3.132 3.550
Cl -9.258 -2.782 -3.901
C -8.297 -4.312 -3.923
C -6.783 -4.069 -4.068
Cl -6.567 -3.821 -5.781
H -8.784 -4.861 -4.729
H -8.365 -4.660 -2.892
H -6.202 -4.933 -3.746
H -6.395 -3.185 -3.563
Cl -2.783 -3.675 3.293
C -3.055 -5.384 2.744
C -4.438 -5.608 2.053
Cl -5.839 -5.449 3.109
H -3.051 -6.132 3.536
H -2.365 -5.582 1.923
H -4.422 -6.591 1.582
H -4.463 -4.835 1.285
Cl 3.750 2.113 -3.118
C 5.167 1.769 -3.985
C 4.829 1.912 -5.493
Cl 6.109 1.378 -6.537
H 5.525 0.798 -3.641
H 5.814 2.601 -3.705
H 4.436 2.916 -5.655
H 4.004 1.241 -5.732
Cl -8.769 -0.822 1.388
C -7.481 -1.375 0.227
C -7.152 -2.779 0.661
Cl -5.875 -3.349 -0.454
H -6.733 -0.604 0.415
H -7.835 -1.269 -0.798
H -7.916 -3.529 0.452
H -6.929 -2.863 1.725
C -0.483 -9.759 -2.596
C -0.770 -8.281 -3.070
C -2.120 -7.711 -2.573
C -2.167 -7.669 -1.129
N -2.222 -7.577 0.017
H 0.335 -10.150 -3.201
H -1.202 -10.573 -2.698
H -0.167 -9.782 -1.553
H -0.666 -8.323 -4.154
H 0.024 -7.614 -2.733
H -2.978 -8.359 -2.750
H -2.338 -6.702 -2.924
C 2.480 -5.128 -4.308
C 3.622 -4.395 -4.911
C 3.262 -3.275 -5.876
C 2.718 -2.160 -5.049
N 2.375 -1.273 -4.398
H 2.672 -5.970 -3.644
H 1.742 -5.452 -5.042
H 1.865 -4.550 -3.619
H 4.241 -5.108 -5.456
H 4.275 -4.003 -4.131
H 2.471 -3.672 -6.512
H 4.167 -2.863 -6.324
C 0.584 -4.645 6.489
C -0.002 -3.595 5.532
C 0.665 -3.507 4.148
C 0.394 -4.715 3.387
N 0.189 -5.611 2.721
H -0.080 -4.510 7.342
H 1.629 -4.451 6.727
H 0.489 -5.585 5.944
H -0.037 -2.584 5.938
H -1.024 -3.962 5.441
H 1.734 -3.300 4.206
H 0.183 -2.710 3.582
C -9.455 -6.767 -1.409
C -10.089 -7.137 -2.579
C -9.506 -8.006 -3.455
C -8.238 -8.492 -3.230
C -7.500 -8.042 -2.088
C -8.159 -7.165 -1.168
C -6.044 -8.398 -1.895
O -5.263 -7.787 -1.125
C -5.670 -9.795 -2.405
C -4.659 -10.600 -1.799
C -4.414 -11.853 -2.293
C -5.192 -12.440 -3.275
C -6.187 -11.654 -3.844
C -6.449 -10.368 -3.431
C -7.596 -9.594 -4.121
O -8.088 -9.946 -5.213
H -9.928 -6.184 -0.633
H -11.091 -6.762 -2.725
H -9.993 -8.423 -4.324
H -7.609 -6.746 -0.338
H -4.018 -10.196 -1.029
H -3.705 -12.447 -1.734
H -5.120 -13.490 -3.516
H -6.867 -12.162 -4.512
C 5.402 7.897 -3.422
C 5.068 9.193 -3.021
C 4.923 9.493 -1.678
C 4.857 8.534 -0.662
C 5.161 7.160 -1.057
C 5.459 6.881 -2.441
C 5.159 6.058 0.000
O 5.577 4.913 -0.267
C 4.507 6.396 1.228
C 4.212 5.379 2.162
C 3.521 5.642 3.348
C 3.104 6.892 3.666
C 3.336 7.958 2.823
C 4.129 7.732 1.636
C 4.421 8.907 0.695
O 4.276 10.049 1.094
H 5.663 7.690 -4.450
H 5.041 9.980 -3.760
H 4.712 10.524 -1.438
H 5.702 5.884 -2.778
H 4.366 4.358 1.843
H 3.302 4.807 3.997
H 2.586 7.114 4.587
H 2.911 8.916 3.083
C 0.741 8.366 -0.072
C 1.019 7.036 -0.377
C 0.081 6.433 -1.179
C -1.139 7.012 -1.612
C -1.413 8.341 -1.249
C -0.391 8.979 -0.553
C -2.737 9.096 -1.585
O -3.017 10.190 -1.140
C -3.652 8.349 -2.490
C -4.768 9.006 -3.003
C -5.606 8.415 -3.938
C -5.407 7.049 -4.202
C -4.325 6.338 -3.742
C -3.370 6.976 -2.939
C -2.168 6.163 -2.293
O -1.997 4.951 -2.334
H 1.541 8.894 0.428
H 1.978 6.579 -0.180
H 0.253 5.413 -1.492
H -0.511 10.006 -0.240
H -5.042 10.019 -2.751
H -6.495 8.933 -4.265
H -6.130 6.702 -4.925
H -4.172 5.299 -3.992
C 12.454 0.384 3.605
C 12.482 1.750 3.360
C 11.488 2.471 2.631
C 10.420 1.737 2.142
C 10.328 0.331 2.395
C 11.361 -0.289 3.197
C 9.134 -0.478 2.031
O 8.969 -1.632 2.440
C 8.129 0.186 1.203
C 7.004 -0.542 0.690
C 6.041 0.147 -0.108
C 6.254 1.438 -0.543
C 7.294 2.100 -0.071
C 8.280 1.542 0.756
C 9.326 2.412 1.363
O 9.230 3.628 1.272
H 13.212 -0.077 4.222
H 13.235 2.373 3.820
H 11.639 3.522 2.436
H 11.335 -1.354 3.376
H 6.804 -1.579 0.918
H 5.196 -0.394 -0.508
H 5.521 1.859 -1.216
H 7.306 3.168 -0.230
C 0.410 3.621 3.762
C 1.328 2.574 3.799
C 2.176 2.375 4.917
C 2.095 3.166 6.011
C 1.262 4.370 5.954
C 0.365 4.507 4.872
C 1.289 5.358 7.120
O 0.515 6.341 7.054
C 2.270 5.080 8.250
C 2.461 6.039 9.285
C 3.301 5.877 10.334
C 4.051 4.714 10.420
C 3.939 3.738 9.402
C 3.071 3.916 8.326
C 2.977 2.880 7.232
O 3.567 1.804 7.235
H -0.275 3.747 2.936
H 1.467 1.872 2.991
H 2.852 1.535 4.869
H -0.286 5.369 4.896
H 2.110 7.059 9.233
H 3.470 6.732 10.972
H 4.841 4.595 11.147
H 4.603 2.887 9.460
C -6.523 -0.676 -4.204
C -7.076 -0.076 -5.353
C -6.203 0.492 -6.302
C -4.798 0.365 -6.211
C -4.230 -0.193 -5.002
C -5.106 -0.719 -4.077
C -2.725 -0.297 -4.802
O -2.282 -0.654 -3.739
C -1.868 0.156 -5.927
C -0.478 0.103 -5.779
C 0.396 0.480 -6.801
C -0.112 0.935 -8.010
C -1.492 1.121 -8.156
C -2.409 0.727 -7.097
C -3.904 0.927 -7.255
O -4.359 1.432 -8.282
H -7.174 -1.063 -3.434
H -8.129 0.155 -5.420
H -6.605 1.127 -7.078
H -4.713 -1.250 -3.222
H -0.020 -0.267 -4.874
H 1.472 0.574 -6.765
H 0.502 1.327 -8.807
H -1.985 1.610 -8.983
*
```

These are the Mulliken partial charges, in e, on atoms 1 to 99: number 1, C, carries -1.032; number 2, N, carries 0.446; number 3, C, carries -0.675; number 4, C, carries -0.661; number 5, C, carries 1.413; number 6, C, carries -0.949; number 7, C, carries -0.687; number 8, C, carries 0.502; number 9, C, carries 0.311; number 10, C, carries -1.101; number 11, N, carries 0.470; number 12, C, carries -0.826; number 13, C, carries -1.071; number 14, C, carries -1.063; number 15, H, carries 0.365; number 16, H, carries 0.326; number 17, H, carries 0.369; number 18, H, carries 0.668; number 19, H, carries 0.264; number 20, H, carries 0.661; number 21, H, carries 0.464; number 22, H, carries 0.375; number 23, H, carries 0.624; number 24, H, carries 0.470; number 25, H, carries 0.652; number 26, H, carries 0.149; number 27, H, carries 0.331; number 28, H, carries 0.548; number 29, C, carries -1.403; number 30, C, carries 0.286; number 31, C, carries 0.589; number 32, C, carries -0.910; number 33, N, carries 0.747; number 34, C, carries 0.269; number 35, C, carries -0.610; number 36, C, carries 0.654; number 37, C, carries 0.594; number 38, C, carries 0.040; number 39, H, carries 0.321; number 40, H, carries 0.477; number 41, H, carries 0.403; number 42, H, carries -0.421; number 43, H, carries 0.233; number 44, H, carries -0.243; number 45, H, carries 0.000; number 46, H, carries 0.604; number 47, H, carries -0.010; number 48, H, carries 0.048; number 49, H, carries -0.289; number 50, H, carries 0.101; number 51, H, carries 0.514; number 52, H, carries 0.120; number 53, H, carries -0.267; number 54, H, carries -0.692; number 55, H, carries -0.002; number 56, H, carries -0.525; number 57, H, carries 0.302; number 58, H, carries 0.052; number 59, C, carries 0.052; number 60, O, carries -0.419; number 61, H, carries -0.563; number 62, H, carries -0.092; number 63, H, carries 0.426; number 64, C, carries -0.840; number 65, O, carries -0.301; number 66, H, carries -0.130; number 67, H, carries 0.182; number 68, H, carries 0.177; number 69, Cl, carries -0.190; number 70, C, carries 0.526; number 71, C, carries -0.015; number 72, Cl, carries -0.129; number 73, H, carries -0.364; number 74, H, carries 0.088; number 75, H, carries 0.556; number 76, H, carries -0.416; number 77, Cl, carries -0.234; number 78, C, carries -0.148; number 79, C, carries 0.430; number 80, Cl, carries -0.014; number 81, H, carries 0.314; number 82, H, carries -0.053; number 83, H, carries 0.435; number 84, H, carries -0.746; number 85, Cl, carries -0.001; number 86, C, carries -0.681; number 87, C, carries 0.216; number 88, Cl, carries -0.108; number 89, H, carries 0.131; number 90, H, carries 0.450; number 91, H, carries -0.587; number 92, H, carries 0.562; number 93, Cl, carries -0.155; number 94, C, carries 0.002; number 95, C, carries 0.378; number 96, Cl, carries -0.236; number 97, H, carries -0.420; number 98, H, carries 0.415; number 99, H, carries -0.337

=====

# 3
Here is a molecular structure, C13H10AsClF6IrN3O6S3Sb from the OMol25 dataset. Energies are from wB97M-V/def2-TZVPD.

Values from the calculation:
ΔE to the lowest compared entry with this formula, charge and spin = 2.17 kJ/mol
DFT total energy = -5951.6866 a.u.
gap between HOMO and LUMO (spin up / spin down) = 8.1 / 6.3 eV
expectation value of S² = 0.7563
E_LUMO (spin up / spin down) = -2.28 / -4.03 eV
HOMO level (spin up / spin down) = -10.370 / -10.315 eV

```
! RIJCOSX wB97M-V def2-TZVPD def2/J DEFGRID3
* xyz 0 2
Ir -0.402 0.098 -0.170
O 1.515 2.436 -5.132
C 2.427 1.594 -4.675
O 3.467 1.400 -5.242
C 2.107 0.856 -3.411
C 2.949 -0.066 -2.799
Cl 4.462 -0.649 -3.257
N 2.352 -0.529 -1.680
N 1.146 0.044 -1.552
C 0.976 0.866 -2.581
C -0.337 1.585 -2.641
O -0.583 2.393 -3.517
O -1.174 1.249 -1.703
C 2.749 -1.648 -0.867
C 3.802 -1.518 0.021
C 4.142 -2.613 0.801
C 3.437 -3.803 0.679
C 2.392 -3.917 -0.230
C 2.045 -2.833 -1.022
H 0.707 2.484 -4.562
H 4.315 -0.574 0.133
H 4.937 -2.517 1.527
H 3.700 -4.647 1.303
H 1.840 -4.842 -0.327
H 1.239 -2.901 -1.742
N 0.299 -1.169 1.293
C -0.453 -2.443 1.240
C -0.935 -2.726 -0.181
O -1.170 -3.848 -0.550
O -1.077 -1.652 -0.934
H 1.296 -1.340 1.165
H 0.251 -0.735 2.218
H -1.336 -2.356 1.876
H 0.153 -3.269 1.601
S -2.398 1.360 2.640
Sb -2.047 2.750 0.697
S 0.278 2.044 0.765
S -2.523 0.343 0.806
F 2.531 0.525 1.499
As 2.781 0.388 3.251
F 1.029 0.568 3.424
F 2.954 2.096 3.329
F 2.954 0.216 4.944
F 4.462 0.152 2.964
F 2.502 -1.334 3.074
*
```

The computed Mulliken charges, all in e, follow: number 1, Ir, carries 2.803; number 2, O, carries -0.546; number 3, C, carries 0.405; number 4, O, carries -0.563; number 5, C, carries -0.138; number 6, C, carries 0.230; number 7, Cl, carries -0.109; number 8, N, carries 0.600; number 9, N, carries -0.665; number 10, C, carries 0.314; number 11, C, carries 1.055; number 12, O, carries -0.819; number 13, O, carries -0.704; number 14, C, carries -1.032; number 15, C, carries 0.162; number 16, C, carries -0.823; number 17, C, carries -0.339; number 18, C, carries -0.943; number 19, C, carries 0.198; number 20, H, carries 0.440; number 21, H, carries 0.404; number 22, H, carries 0.407; number 23, H, carries 0.425; number 24, H, carries 0.448; number 25, H, carries 0.571; number 26, N, carries -0.127; number 27, C, carries -0.464; number 28, C, carries 0.531; number 29, O, carries -0.654; number 30, O, carries -0.907; number 31, H, carries -0.650; number 32, H, carries 0.475; number 33, H, carries 0.422; number 34, H, carries 0.390; number 35, S, carries -0.172; number 36, Sb, carries 0.609; number 37, S, carries -0.167; number 38, S, carries -0.152; number 39, F, carries -0.495; number 40, As, carries 1.989; number 41, F, carries -0.511; number 42, F, carries -0.493; number 43, F, carries -0.479; number 44, F, carries -0.476; number 45, F, carries -0.448